[1]
ORCA calculation (ωB97M-V/def2-TZVPD) on a gas-phase ion, C9H13N2 (charge +1).

The geometry in XYZ format:
```
24
Properties=species:S:1:pos:R:3:forces:R:3:nbo_charge:R:1
N 2.826579 1.561697 0.928216 -0.0997 -2.0414 -0.1319 -0.450
N 1.926019 -0.389162 -0.054543 -0.8693 -2.6906 0.5791 -0.378
C 1.396182 -0.065990 -1.366048 1.0791 4.5647 -1.0617 -0.213
C 2.435833 0.349495 0.852108 -0.1426 1.9128 -0.7505 0.650
C -1.106037 0.084382 -0.765613 -1.8298 -0.6744 1.9458 -0.028
C 1.641628 -1.793801 0.389094 4.4825 0.4837 -0.1135 -0.400
C -0.042517 -0.448603 -1.607997 0.6633 -1.4770 0.0013 -0.464
C -1.717030 2.343212 0.326218 0.6467 1.3854 -0.6518 -0.624
C -2.068243 -0.216389 0.101075 2.3052 1.0808 -2.0886 -0.142
C 3.424662 2.500345 1.366661 0.7840 1.6955 1.6269 0.327
C -2.092456 1.158473 -0.498429 -0.4171 0.2450 0.6338 -0.229
H 2.173054 -0.361036 -2.106413 -0.9878 -0.4286 0.2176 0.246
H 0.816760 -1.831297 0.935208 -3.9832 0.0785 2.1276 0.218
H 4.365997 2.843310 1.847594 -0.4939 -0.3010 -1.0024 0.254
H -2.597834 3.018247 0.439822 0.6293 -0.6528 0.6970 0.231
H 1.585908 -2.512471 -0.397939 0.3136 -0.0904 -0.7605 0.237
H -1.195687 1.999451 1.239596 -0.4663 0.6609 -0.1795 0.202
H 2.455451 -2.050946 1.105587 -0.4117 -0.1709 -0.7643 0.229
H -2.494568 -0.920112 0.748521 -0.6218 -0.7256 0.6606 0.231
H -0.006918 -1.536046 -1.450567 -0.8126 0.0514 -0.9082 0.223
H -2.900170 1.449266 -1.151322 -0.1628 -0.4819 -0.7983 0.194
H 1.394839 1.077893 -1.461419 0.3637 -1.3055 0.3445 0.222
H -0.292353 -0.100771 -2.611321 0.2738 -0.6812 -0.3400 0.266
H -1.026636 2.974520 -0.299409 -0.2424 -0.4373 0.7171 0.199
```
Forces are in eV/Å.

Properties
frontier orbital gap (spin up / spin down): 7.68 / 5.51 eV
LUMO (spin up / spin down): -4.50 / -6.70 eV
maximum force: 4.81 eV Å⁻¹
HOMO level (spin up / spin down): -12.17 / -12.20 eV
E: -12508.829 eV
net charge: +1
multiplicity: 3

[2]
ORCA calculation (ωB97M-V/def2-TZVPD) on a gas-phase ion, C9H13N2O (charge +1).

The geometry in XYZ format:
```
25
Properties=species:S:1:pos:R:3:forces:R:3:nbo_charge:R:1
O -0.271674 0.190392 -2.574337 0.6199 1.3557 3.4894 -0.759
N -1.391229 2.362991 -0.046461 -0.2612 0.2491 0.1404 -0.799
N 0.731063 1.835632 -1.116620 0.1448 0.0630 -0.2141 -0.782
C 1.242560 -2.451324 1.614186 -0.1247 0.0375 0.0644 -0.156
C -1.595506 -0.016474 0.816429 -0.0462 -0.1030 0.0784 -0.437
C 0.542712 -0.489308 -0.168344 -0.1020 0.0407 0.2180 -0.090
C 0.011219 -1.827609 1.752019 0.0375 -0.0715 -0.0164 -0.189
C 2.117265 -2.096126 0.595987 0.1349 0.0282 -0.1509 -0.194
C -1.425552 0.936972 -0.380731 -0.0439 -0.3281 -0.0348 -0.100
C -0.025733 0.595620 -0.989067 -0.8986 -1.3967 -3.7647 0.398
C 1.774944 -1.107674 -0.311291 0.0060 -0.0491 0.0722 -0.206
C -0.337414 -0.837686 0.853979 0.2024 0.1852 -0.2995 -0.002
H -0.191765 -0.764681 -2.648571 0.0700 -0.2412 0.1881 0.488
H -1.457737 2.544388 0.950272 -0.0784 0.0237 -0.0823 0.412
H -2.464874 -0.662416 0.692439 -0.0761 0.1127 0.0237 0.252
H -2.183331 0.747762 -1.143093 0.1860 0.1101 0.0629 0.256
H 0.822183 2.057496 -2.110635 0.0592 0.0305 0.1120 0.454
H 3.068961 -2.597689 0.509290 0.0639 -0.0350 -0.0079 0.236
H -1.727867 0.530984 1.751206 -0.0814 0.0334 0.0207 0.227
H 1.527330 -3.222908 2.311623 0.0308 -0.0916 0.0732 0.236
H 2.443835 -0.834084 -1.113264 0.1176 0.0048 -0.1051 0.228
H -0.104170 2.506846 -0.574585 0.3260 0.1017 -0.0716 0.439
H -0.662730 -2.111240 2.544065 -0.0727 -0.0578 0.1398 0.232
H -2.094631 2.904983 -0.535438 -0.0209 -0.0016 0.1122 0.421
H 1.652140 1.805153 -0.679061 -0.1929 -0.0003 -0.0481 0.435
```
Forces are in eV/Å.

Properties
frontier orbital gap: 10.06 eV
LUMO: -2.90 eV
maximum force: 4.11 eV Å⁻¹
HOMO level: -12.97 eV
E: -14565.260 eV
net charge: +1

[3]
ORCA calculation (ωB97M-V/def2-TZVPD) on a gas-phase ion, C9H13N2O2S (charge +1).

The geometry in XYZ format:
```
27
Properties=species:S:1:pos:R:3:forces:R:3:nbo_charge:R:1
S 0.069324 0.532985 2.829232 -0.3784 1.7266 1.0176 2.240
O 0.287214 -0.842664 2.478392 -0.8777 -0.5890 -0.0509 -0.907
O 1.007940 1.463897 2.327498 0.4324 0.7066 -0.4416 -0.896
N -1.497299 1.192993 2.374392 0.2311 -1.1071 -0.2158 -0.529
N -0.812562 -0.962051 -0.146261 -1.0815 -0.9672 -0.2543 -0.408
C -0.362664 0.023560 -1.055437 0.2939 0.7069 -1.1363 -0.058
C 0.438874 -0.173876 -2.156305 -0.6805 -1.3300 1.1765 0.207
C -0.061419 0.740783 4.562267 0.0359 -0.5146 1.8915 -0.925
C 1.115815 -1.532086 -2.503179 -0.1954 1.0199 2.5382 -0.659
C 0.731968 1.014045 -3.015782 -0.2425 -0.3632 0.0333 -0.677
C -0.940598 1.310688 -0.930152 -0.6138 0.4532 -0.1400 -0.111
C -1.378754 2.390717 -1.224095 0.1942 -0.7103 0.9315 -0.111
C -2.025238 0.489673 1.465821 -1.1999 0.5796 -0.5567 0.057
C -1.485046 -0.758049 0.981383 2.3649 -2.3668 -2.6200 0.194
H 1.014167 0.910949 4.808284 -0.8328 0.0863 0.1625 0.282
H -0.710587 1.614296 4.857064 0.9062 -0.8248 -0.6421 0.291
H -0.402014 -0.178623 5.148240 0.3486 1.1011 -1.2029 0.276
H -0.706258 -1.894196 -0.648245 -0.1484 0.9405 1.9720 0.459
H 1.784262 0.859491 -3.235312 0.4664 0.9334 0.0586 0.246
H -1.678775 -1.609985 1.611934 -0.3882 -0.5113 -0.3598 0.276
H -1.645186 3.390735 -1.338364 -0.4519 0.9802 -0.1905 0.253
H 1.265193 -1.564142 -3.540017 0.1294 -0.2690 -1.4833 0.245
H 0.385224 1.958476 -2.485393 1.2212 -1.2382 -1.3404 0.264
H -3.056132 0.589159 0.977232 1.1661 0.7934 0.9954 0.261
H 2.137401 -1.521339 -2.012186 -1.1324 -0.1928 -0.4681 0.262
H 0.536536 -2.430331 -2.160522 0.6085 0.7688 -0.3348 0.211
H 0.277622 0.886577 -4.023043 -0.1753 0.1878 0.6603 0.257
```
Forces are in eV/Å.

Properties
frontier orbital gap: 7.92 eV
LUMO: -4.72 eV
maximum force: 4.25 eV Å⁻¹
HOMO level: -12.64 eV
E: -27442.280 eV
net charge: +1

[4]
ORCA calculation (ωB97M-V/def2-TZVPD) on a molecular structure, C9H13N2O3.

The geometry in XYZ format:
```
27
Properties=species:S:1:pos:R:3:forces:R:3:nbo_charge:R:1
O -2.719871 1.615735 -1.402494 0.3408 0.7741 -1.0005 -0.471
O 0.243665 1.927547 -0.643117 -0.6405 -1.3928 0.6424 -0.452
O -2.806326 -0.394093 -0.319723 0.9427 1.4715 -0.6926 -0.580
N 2.341834 0.044897 0.160274 1.3672 -0.9170 1.3256 -0.445
N 0.005975 -0.029905 0.733453 2.7019 0.1767 -0.6223 -0.605
C -0.425378 1.031611 -0.250405 -2.1372 -0.4632 -0.2759 0.599
C -3.950157 1.084023 -3.524712 -0.1108 -1.7259 2.2402 -0.635
C 4.052277 -0.701377 1.928774 -2.6815 2.3966 -0.3103 -0.498
C -2.308553 0.625080 -0.735191 2.4708 -1.3931 2.1762 0.809
C -4.034426 1.532214 -2.066553 -0.5656 0.3545 0.2881 -0.073
C 2.836321 -1.336139 2.635754 -1.5433 1.6774 0.1092 -0.397
C 1.316270 -0.488991 0.878794 -2.1334 0.6207 -0.5570 0.603
C 3.586461 -0.169004 0.548940 -1.5394 -0.8386 1.0347 0.326
C 1.560315 -1.749009 1.699477 1.1433 4.9235 2.8837 -0.462
H 1.905604 -2.433982 1.056306 0.5094 -3.2166 -2.1990 0.248
H 4.759058 -1.447521 1.690633 1.2196 -0.6291 -0.1288 0.248
H -4.590634 0.835925 -1.449182 -0.3023 0.0311 -0.0753 0.206
H -2.959367 0.680476 -3.675330 0.0717 -0.3563 -0.4348 0.227
H -4.427725 2.548568 -1.956730 0.0636 -0.3498 0.0297 0.216
H 4.393042 -0.214937 -0.156375 -0.0266 0.7869 -0.8933 0.214
H 0.710010 -1.896167 2.355642 -0.0141 -0.8347 -0.2855 0.253
H -4.155161 1.838091 -4.187105 -0.1231 2.0676 -1.5429 0.227
H 3.257126 -2.122414 3.182031 0.0273 -1.8433 0.5482 0.247
H -0.755949 -0.577963 1.146348 0.4191 0.1598 -0.3431 0.450
H 2.434337 -0.684474 3.448577 0.2887 -0.1335 -0.8155 0.227
H -4.746828 0.346098 -3.675135 0.5066 -0.1903 -0.0685 0.233
H 4.478080 0.135709 2.577049 -0.2548 -1.1560 -1.0325 0.285
```
Forces are in eV/Å.

Properties
frontier orbital gap: 7.84 eV
LUMO: -5.20 eV
maximum force: 5.82 eV Å⁻¹
HOMO level: -13.03 eV
E: -18657.224 eV
net charge: +1